Below is a 2-piece molecular cluster, C7H13F overall at a distorted geometry, with properties calculated with ωB97M-V/def2-TZVPD.

Calculated values
- LUMO: 0.9532 eV
- 2S+1: 1
- E: -374.22287 a.u.
- HOMO: -8.49 eV
- Relative energy (zero: lowest compared OMol25 entry of this formula, charge and spin): 358.9 kJ/mol
- Gap between HOMO and LUMO: 9.4 eV

Each line ends with the natural charge from an NBO analysis.
Positions of all 21 atoms, in Å:
C 1.65011 0.09667 0.17506  -0.19
C 0.53330 0.78486 -0.12188  0.37
C 3.04348 0.59722 -0.06246  -0.65
C 1.37091 -1.18506 0.88895  -0.61
C -2.10281 1.22717 0.95134  -0.66
C -1.89338 -0.03468 -1.23774  -0.68
C -1.56106 0.09722 0.15531  -0.04
F 0.42831 2.00791 -0.76356  -0.38
H 3.27916 1.07276 0.83899  0.22
H 3.30448 1.37844 -0.77588  0.23
H 3.81511 -0.09156 -0.27691  0.21
H 1.04915 -1.09837 1.87327  0.21
H 2.17113 -1.86133 0.80914  0.21
H 0.50748 -1.66803 0.42965  0.21
H -1.60463 1.30080 1.81450  0.22
H -1.99767 2.14115 0.39426  0.23
H -3.03192 0.81030 1.29491  0.22
H -2.55068 0.71996 -1.62179  0.22
H -1.02017 -0.12598 -1.89788  0.25
H -2.46887 -0.96661 -1.40556  0.21
H -1.19564 -0.79797 0.60234  0.20


Below is a 2-piece molecular cluster, C6H18OSi2 overall at a distorted geometry, with properties calculated with ωB97M-V/def2-TZVPD.

Calculated values
- LUMO (spin up / spin down): 0.6295 / -0.5639 eV
- 2S+1: 1
- E: -893.46264 a.u.
- HOMO (spin up / spin down): -7.27 / -7.69 eV
- Relative energy (zero: lowest compared OMol25 entry of this formula, charge and spin): 639.8 kJ/mol
- Gap between HOMO and LUMO (spin up / spin down): 7.9 / 7.1 eV

Each line ends with the natural charge from an NBO analysis.
Positions of all 27 atoms, in Å:
C 1.85681 2.48669 0.74256  -1.07
C 1.73843 0.94896 -1.98801  -1.11
C -0.71948 2.38168 -0.68740  -1.10
C -0.74946 -0.91768 2.27423  -1.09
C 1.43734 -2.11311 0.43462  -1.08
C -3.04785 -1.90657 -0.98593  -0.07
O -3.00783 -3.23363 -0.61739  -0.66
Si 0.86504 1.25796 -0.32097  1.12
Si -0.01417 -0.72860 0.42264  0.79
H 1.75826 3.49472 0.50999  0.24
H 1.45008 2.44666 1.81212  0.23
H 2.85618 2.12893 0.70864  0.22
H 2.69536 0.29641 -1.85395  0.24
H 1.01075 0.19766 -2.60331  0.24
H 2.03087 1.81259 -2.59095  0.25
H -0.98493 2.14610 -1.79926  0.23
H -1.58414 1.98375 -0.08552  0.22
H -0.85144 3.48596 -0.44201  0.24
H 0.22762 -1.08499 2.77155  0.23
H -1.31691 0.03789 2.77917  0.24
H -1.50510 -1.70789 2.40282  0.23
H 1.61609 -2.52725 -0.61113  0.24
H 2.33511 -1.67874 0.73443  0.22
H 1.24336 -3.02413 0.94370  0.23
H -3.28893 -1.18871 -0.27469  0.15
H -3.36941 -1.85304 -1.99856  0.15
H -2.68164 -3.14161 0.32261  0.47


Below is C44H59Br2MoN6O3S2Si2 as an isolated structure at a distorted geometry, with properties calculated with ωB97M-V/def2-TZVPD.

Calculated values
- LUMO (spin up / spin down): -3.5490 / -3.0730 eV
- 2S+1: 3
- E: -8857.71290 a.u.
- Total charge: +1
- HOMO (spin up / spin down): -10.08 / -10.08 eV
- Relative energy (zero: lowest compared OMol25 entry of this formula, charge and spin): 81.1 kJ/mol
- Gap between HOMO and LUMO (spin up / spin down): 6.5 / 7.0 eV

Each line ends with the Löwdin spin population.
Positions of all 119 atoms, in Å:
Mo 0.28029 1.08105 -0.33541  1.80
O 3.74149 1.07737 1.98122  0.00
C 4.00817 -0.24146 2.12666  0.00
C 5.29085 -0.57984 2.55387  0.00
C 5.65113 -1.90479 2.71417  0.00
C 4.74147 -2.92412 2.44289  0.00
C 3.47184 -2.58234 2.01401  0.00
C 3.08784 -1.25040 1.85706  0.00
C 1.66506 -0.97176 1.47415  0.01
O 1.57039 0.14881 0.61553  0.01
N 0.91063 -0.74226 2.67125  0.00
N -0.37138 -0.32123 2.64633  0.02
C -0.96390 -0.32266 3.77503  0.00
C -2.32907 0.11600 4.03511  0.00
Br -3.09773 1.38342 2.85655  0.00
C -3.03136 -0.24656 5.11212  0.00
C -2.65996 -1.27752 6.10203  0.00
C -3.04998 -1.09438 7.42945  0.00
C -2.73643 -2.03191 8.39866  0.00
C -2.04292 -3.18419 8.05415  0.00
C -1.67646 -3.39579 6.73317  0.00
C -1.98653 -2.45322 5.76432  0.00
H 2.90516 1.22393 1.50226  0.00
H 5.98818 0.22254 2.75463  0.00
H 6.65185 -2.14689 3.04680  0.00
H 5.02052 -3.96115 2.56453  0.00
H 2.74569 -3.35948 1.79567  0.00
H 1.28852 -1.84005 0.91510  0.00
H 1.33884 -1.00908 3.54894  0.00
H -0.43580 -0.67195 4.66511  0.00
H -3.96767 0.26623 5.29696  0.00
H -3.59302 -0.19748 7.70185  0.00
H -3.03837 -1.86710 9.42418  0.00
H -1.80536 -3.92161 8.80909  0.00
H -1.15927 -4.30460 6.45428  0.00
H -1.74078 -2.65142 4.72875  0.00
C -3.01444 3.78075 -2.45716  0.00
Si -1.35373 4.06280 -1.64375  0.00
C -0.54746 5.57808 -2.38545  0.00
C -1.78923 4.61501 0.07499  0.00
C -0.28770 2.47992 -2.06090  0.00
C -1.26656 1.39730 -2.19773  0.02
C -1.90592 0.87838 -3.34691  0.01
C -2.97366 0.04152 -3.18851  0.01
C -3.36409 -0.39204 -1.90743  0.01
C -2.64489 0.01140 -0.82725  0.01
N -1.62954 0.90245 -0.97606  0.04
Si 0.88689 2.66766 -3.56251  0.00
C 1.09595 1.02915 -4.45250  0.00
C 0.34237 3.81597 -4.93531  0.00
C 2.53918 3.22704 -2.91389  0.00
H -3.60896 4.68955 -2.33740  0.00
H -3.56352 2.96826 -1.97273  0.00
H -2.95540 3.55962 -3.52434  0.00
H -0.96438 6.44654 -1.87107  0.00
H -0.74479 5.69718 -3.44636  0.00
H 0.53421 5.60030 -2.23192  0.00
H -2.42828 5.48605 -0.10527  0.00
H -0.94258 4.93822 0.68003  0.00
H -2.36154 3.88990 0.65281  0.00
H -1.60214 1.22672 -4.32337  0.00
H -3.53132 -0.28801 -4.05614  0.00
H -4.20269 -1.05935 -1.77376  0.00
H -2.84528 -0.32186 0.18001  0.00
H 0.45154 0.97779 -5.33325  0.00
H 0.89408 0.16789 -3.82417  0.00
H 2.12787 0.95866 -4.80714  0.00
H -0.73501 3.80192 -5.11752  0.00
H 0.83400 3.46861 -5.84785  0.00
H 0.64170 4.84774 -4.76911  0.00
H 2.84670 2.57957 -2.09153  0.00
H 2.50447 4.25013 -2.53158  0.00
H 3.29783 3.18197 -3.69892  0.00
C 4.81760 3.29538 -0.24432  0.00
C 3.59144 3.90847 0.35495  0.00
C 3.58110 5.22050 0.80757  0.00
C 2.42418 5.67783 1.40595  0.00
N 1.35164 4.90756 1.57077  0.00
C 1.45312 3.67432 1.09545  0.02
S 0.06718 2.62457 1.43971  -0.03
N 2.50304 3.13833 0.47093  0.01
H 5.70841 3.84950 0.04422  0.00
H 4.74992 3.29817 -1.33434  0.00
H 4.90823 2.26450 0.09241  0.00
H 4.45285 5.85126 0.71086  0.00
H 2.34915 6.69103 1.78360  0.00
C 1.84392 -4.77450 -3.37379  0.00
C 2.75675 -3.62588 -3.79438  0.00
C 2.17345 -2.23046 -3.57038  0.00
S 1.91975 -1.87615 -1.82197  0.01
O 1.14410 -0.56884 -1.76810  0.03
C 3.63673 -1.53031 -1.32326  0.00
C 4.10451 -0.08205 -1.43710  0.00
C 4.80460 0.26217 -2.74761  0.00
H 2.30313 -5.73073 -3.62099  0.00
H 0.88507 -4.71883 -3.88997  0.00
H 1.64246 -4.76893 -2.30090  0.00
H 2.97058 -3.70628 -4.86166  0.00
H 3.72159 -3.71386 -3.28954  0.00
H 1.18539 -2.13840 -4.02057  0.00
H 2.81546 -1.44923 -3.97029  0.00
H 4.24727 -2.20582 -1.92434  0.00
H 3.69298 -1.87088 -0.29037  0.00
H 4.78607 0.08569 -0.60133  0.00
H 3.25796 0.58664 -1.27610  0.00
H 5.62700 -0.42600 -2.95205  0.00
H 5.22017 1.26896 -2.70597  0.00
H 4.12030 0.23738 -3.59570  0.00
Br -1.40765 -2.92639 -2.63680  0.00
C -1.42563 -3.77528 -0.93274  0.00
C -1.91524 -5.07200 -0.85730  0.00
C -1.91682 -5.67359 0.38738  0.00
C -1.43397 -4.96217 1.47861  0.00
C -0.96768 -3.67766 1.27259  0.00
N -0.95876 -3.07824 0.07589  0.00
H -2.27959 -5.57728 -1.73924  0.00
H -2.28662 -6.68368 0.50220  0.00
H -1.42078 -5.39363 2.46928  0.00
H -0.58148 -3.08818 2.09733  0.00